## one
14
Properties=species:S:1:pos:R:3 method="wB97M-V/def2-TZVPD" molar_mass_g_mol=88.11 e_homo_ev=-9.94 homo_lumo_gap_ev=10.79 smiles="CC(=O)CCO" e_lumo_ev=0.85 spin_multiplicity=1
H -1.300 -0.063 1.301
H 2.178 -0.852 0.347
C 0.683 0.430 -0.506
O -2.243 1.046 -0.186
H -0.796 -0.563 -1.674
H -2.417 -0.920 0.230
H 2.803 0.691 -0.314
H -0.123 -1.573 -0.387
C -0.462 -0.559 -0.627
C -1.646 -0.144 0.257
H 2.313 -0.646 -1.399
H -1.519 1.690 -0.254
C 2.087 -0.119 -0.464
O 0.468 1.628 -0.430

---

## two
14
Properties=species:S:1:pos:R:3 method="wB97M-V/def2-TZVPD" molar_mass_g_mol=88.11 e_homo_ev=-8.66 homo_lumo_gap_ev=9.31 e_lumo_ev=0.65 spin_multiplicity=1
O 1.959 -1.056 -0.556
C 0.954 -0.083 -0.734
H 1.557 -1.846 -0.170
H 0.896 0.477 1.321
C 0.172 0.187 0.553
H 0.279 -0.354 -1.573
H -0.437 2.292 0.438
C -0.632 -0.989 1.115
H -1.456 1.194 -0.517
H -1.027 -1.350 -0.753
C -0.887 1.297 0.415
H 1.465 0.827 -1.063
O -1.215 -1.672 0.159
H -1.598 1.228 1.246

---

Which of them is most stable? Easy: one.

---

## one
14
Properties=species:S:1:pos:R:3 method="wB97M-V/def2-TZVPD" molar_mass_g_mol=88.11 e_homo_ev=-8.70 homo_lumo_gap_ev=9.30 e_lumo_ev=0.60 spin_multiplicity=1
H -2.441 -0.433 -0.094
H 2.187 0.672 0.362
H 2.875 -0.716 -0.533
C 2.027 -0.026 -0.475
H -1.486 -1.659 -0.978
H -0.425 0.622 -1.074
C -1.502 -0.996 -0.107
H -0.745 1.837 1.931
H 1.974 0.554 -1.413
O 0.866 -0.811 -0.284
H -1.437 -1.609 0.800
C -0.310 -0.036 -0.188
C -0.314 0.837 1.032
O -1.268 1.763 1.021

---

## two
14
Properties=species:S:1:pos:R:3 method="wB97M-V/def2-TZVPD" molar_mass_g_mol=88.11 e_homo_ev=-8.38 homo_lumo_gap_ev=9.24 e_lumo_ev=0.86 spin_multiplicity=1
C -0.200 0.926 0.781
H -1.978 -0.079 -1.704
H -0.571 -2.216 -1.406
H 2.150 3.078 1.300
H -1.376 -1.700 0.098
H 0.300 -0.737 1.910
O 0.657 -1.313 -0.064
H 1.667 0.018 1.099
H 1.488 2.731 1.326
C -0.969 -0.102 -1.286
H -0.243 0.169 -2.057
C -0.616 -1.424 -0.652
C 0.635 -0.316 0.943
O -0.944 0.964 -0.287

---

Which of them is most stable? Easy: one.

---

## one
20
Properties=species:S:1:pos:R:3 method="wB97M-V/def2-TZVPD" molar_mass_g_mol=120.16 e_homo_ev=-8.73 homo_lumo_gap_ev=9.63 smiles="NC(=O)N(N)N.CC" e_lumo_ev=0.90 spin_multiplicity=1
N 0.587 2.269 -0.022
H -0.556 -0.793 -2.080
H 0.827 1.972 0.925
H -1.090 -2.223 1.254
O -1.762 0.829 0.315
H 1.622 -0.884 1.684
H 1.815 1.561 -1.914
C -0.360 -1.675 1.857
H -0.065 -2.328 2.686
C -0.994 0.447 -0.549
N 0.923 1.079 -2.014
H 1.260 -2.108 0.506
N 0.361 1.077 -0.731
H -2.110 -0.999 -1.370
H 0.869 -0.215 0.237
H -0.864 -0.808 2.292
C 0.825 -1.240 1.016
H 0.369 1.696 -2.608
H -0.320 2.728 0.099
N -1.336 -0.386 -1.583

---

## two
20
Properties=species:S:1:pos:R:3 method="wB97M-V/def2-TZVPD" molar_mass_g_mol=120.16 e_homo_ev=-7.15 homo_lumo_gap_ev=7.80 e_lumo_ev=0.65 spin_multiplicity=1
C 0.440 -0.763 0.477
H 0.773 0.323 -0.368
N 0.731 1.356 -1.245
H -2.765 -0.118 0.922
H 2.188 -1.734 -0.051
O 0.364 2.441 -0.358
H -1.377 -1.661 -0.276
H -0.190 0.327 -2.744
H -1.416 0.535 1.702
H -1.074 0.306 -1.203
N -1.822 -0.271 1.245
C -0.964 -0.876 0.341
N 1.183 -1.838 -0.132
C -0.448 0.982 -1.913
H 1.131 3.025 -0.383
N 0.895 -0.236 1.740
H 0.909 -2.759 0.189
H 1.895 -0.088 1.764
H 0.601 -0.780 2.541
H -1.052 1.830 -2.246

---

Which of them is most stable? Easy: one.

---

## one
35
Properties=species:S:1:pos:R:3 method="wB97M-V/def2-TZVPD" molar_mass_g_mol=215.17 total_charge=-1 e_homo_ev=-7.08 homo_lumo_gap_ev=9.99 e_lumo_ev=2.91 spin_multiplicity=1
O -0.281 -0.229 0.105
O -0.145 -2.331 -1.401
H -0.980 -2.335 -1.848
H 0.886 0.017 2.801
H 2.797 2.647 -0.149
H -0.329 -1.637 1.041
H -2.452 0.978 2.178
O 2.880 2.498 0.813
O 2.273 -2.348 0.278
H 0.520 -0.177 -0.415
H -2.806 -1.000 -1.113
H -1.580 0.653 -2.790
O -0.750 0.208 -2.754
O -1.502 0.917 2.279
H 1.572 -2.426 0.938
O -2.722 -0.604 -0.243
H -1.555 2.008 -0.227
H 1.962 -2.036 -0.568
H 2.818 0.286 -1.825
H 0.347 2.761 0.401
H -1.177 0.314 1.591
H -0.047 1.307 -0.128
H -0.638 -2.065 2.461
O 2.015 -0.172 -1.554
H -0.177 -1.636 -0.741
H 2.187 1.885 0.973
H -0.450 0.342 -1.828
O -0.116 -2.309 1.705
O 1.456 0.282 2.031
O -2.524 2.038 -0.201
H 1.872 -0.809 -2.291
O 0.231 2.250 -0.407
H -2.835 1.152 -0.186
H 0.969 0.018 1.211
H -1.721 -0.447 -0.136

---

## two
35
Properties=species:S:1:pos:R:3 method="wB97M-V/def2-TZVPD" molar_mass_g_mol=215.17 total_charge=-1 e_homo_ev=-7.11 homo_lumo_gap_ev=9.59 e_lumo_ev=2.49 spin_multiplicity=1
H 2.461 -0.169 2.207
H 1.158 -0.290 2.932
O -2.327 1.119 1.205
O -0.598 -0.382 2.498
O 2.091 -0.370 3.074
O -2.425 -2.265 -0.288
H 0.719 1.580 0.931
H -1.969 0.222 -2.141
O 0.747 -2.537 -0.128
H -1.801 -1.809 -0.849
H 0.593 -1.569 -0.133
O 0.348 0.009 -0.438
H -0.616 -0.312 3.444
H -1.604 0.687 1.657
H 2.807 -0.359 -1.978
H 1.885 0.036 0.050
O -0.889 -1.110 -2.352
H -1.205 -1.136 2.330
O 2.015 -0.612 -2.360
O 0.993 2.418 1.323
H -0.087 2.284 -2.407
H -1.833 1.870 0.856
H 0.314 -2.845 0.596
O -2.639 0.806 -1.833
O 0.512 2.271 -1.678
H -3.262 -2.161 -0.711
H -0.204 0.022 0.389
H -2.237 1.325 -1.131
H -0.358 -0.583 -1.720
H 0.416 2.599 2.054
H 3.118 0.976 0.290
H -0.851 -0.634 -3.198
H 1.379 -0.537 -1.636
H 0.557 1.394 -1.293
O 2.776 0.065 0.443

---

Which of them is most stable? Easy: one.

---

## one
13
Properties=species:S:1:pos:R:3 method="wB97M-V/def2-TZVPD" molar_mass_g_mol=111.11 e_homo_ev=-9.45 homo_lumo_gap_ev=8.96 smiles="[H]/N=c1/ncnnn1C" e_lumo_ev=-0.50 spin_multiplicity=1
H 2.009 0.530 -0.768
N -2.192 0.548 0.265
H -3.134 -1.323 0.082
H 2.366 -0.957 0.671
N 1.413 -1.541 0.218
C -2.001 -1.016 -0.031
N -1.134 1.159 -0.066
H 0.921 2.327 -0.551
N -0.038 0.426 -0.125
C 1.150 1.172 -0.251
H 1.356 1.413 0.999
N -0.911 -1.693 -0.451
C 0.194 -1.045 0.008

---

## two
13
Properties=species:S:1:pos:R:3 method="wB97M-V/def2-TZVPD" molar_mass_g_mol=111.11 e_homo_ev=-8.48 homo_lumo_gap_ev=8.79 e_lumo_ev=0.31 spin_multiplicity=1
N -0.755 1.854 0.078
C 2.009 -0.266 -0.047
H -0.164 2.719 0.257
H 2.990 -0.720 -0.407
C 0.133 0.923 0.133
H 1.026 -2.087 -0.333
C -1.526 -0.846 0.094
N 0.912 -1.066 0.153
N 1.572 1.007 0.018
N -0.153 -0.443 -0.001
H -1.893 0.821 -0.660
N -2.519 -0.168 -0.125
H -1.633 -1.727 0.840

---

## three
13
Properties=species:S:1:pos:R:3 method="wB97M-V/def2-TZVPD" molar_mass_g_mol=111.11 e_homo_ev=-7.92 homo_lumo_gap_ev=8.66 e_lumo_ev=0.74 spin_multiplicity=1
H 2.647 0.562 0.446
N 1.570 1.358 1.987
H -2.707 -0.118 0.407
N -0.742 0.297 0.760
H 1.684 -0.591 -1.432
N -1.574 -0.802 -1.131
C 1.643 0.706 0.887
C -1.691 -0.185 0.066
N 0.558 0.119 0.185
H -2.296 -1.519 -1.518
C 0.640 -0.458 -1.047
N -0.302 -0.994 -1.736
H 0.542 1.448 2.210

---

## four
13
Properties=species:S:1:pos:R:3 method="wB97M-V/def2-TZVPD" molar_mass_g_mol=111.11 e_homo_ev=-9.54 homo_lumo_gap_ev=9.53 smiles="C=Nn1cnnc1N" e_lumo_ev=0.00 spin_multiplicity=1
H -2.383 0.736 0.781
C 0.412 -0.733 -0.120
N 1.514 -0.849 -1.123
N -0.238 0.463 0.359
N -0.029 1.893 0.210
C -1.506 -0.029 0.697
N -1.589 -1.383 0.637
H 1.287 -1.810 -1.463
N -0.331 -1.781 0.062
H 1.723 1.323 -0.859
H 1.206 3.322 -0.595
C 1.162 2.254 -0.319
H 2.478 -0.930 -0.429

---

Which of them is most stable? Easy: three.

---

## one
13
Properties=species:S:1:pos:R:3 method="wB97M-V/def2-TZVPD" molar_mass_g_mol=111.11 e_homo_ev=-8.94 homo_lumo_gap_ev=8.46 smiles="[H]/N=c1/[nH]cc(/N=N/[H])[nH]1" e_lumo_ev=-0.49 spin_multiplicity=1
N 1.176 -0.307 1.160
H 1.207 -1.794 -0.786
H 0.544 2.730 1.264
N 1.304 2.121 1.413
C 0.745 -0.848 -0.265
N -1.285 -1.956 -1.926
N -1.687 -0.944 -1.231
H -2.505 -2.156 -2.008
H -1.174 1.784 0.120
C 0.562 1.057 1.060
H 2.350 -0.198 1.213
N -0.769 0.822 0.527
C -0.468 -0.312 -0.541

---

## two
13
Properties=species:S:1:pos:R:3 method="wB97M-V/def2-TZVPD" molar_mass_g_mol=111.11 e_homo_ev=-9.69 homo_lumo_gap_ev=9.92 smiles="NN1C=NC=NN=C1" e_lumo_ev=0.23 spin_multiplicity=1
N 2.277 0.664 -0.376
N -0.661 0.052 -0.553
N 1.273 1.427 0.312
C -0.005 1.180 0.137
H -0.768 -1.550 0.973
N -2.126 -0.010 -0.344
H 2.916 -1.177 -0.758
H -2.418 0.057 0.882
C 2.145 -0.564 -0.350
H -0.836 1.754 0.636
C -0.134 -1.051 0.274
N 1.108 -1.343 0.190
H -2.773 0.560 -1.021

---

Which of them is most stable? Easy: two.